{
  "formula": "CH2O2",
  "method": "ωB97M-V/def2-TZVPD",
  "elements": ["O", "C", "O", "H", "H"],
  "coordinates": [[-1.240, -0.408, 0.002], [-0.322, 0.344, -0.072], [0.992, -0.202, -0.002], [-0.273, 1.477, 0.103], [0.843, -1.212, -0.031]],
  "forces_ev_per_a": [[-0.75, 0.79, -0.68], [2.61, -0.93, 2.08], [-1.92, -0.59, -0.67], [-0.20, -1.45, -0.80], [0.27, 2.18, 0.07]],
  "nbo_charge": [-0.56, 0.64, -0.72, 0.14, 0.49],
  "multiplicity": 1,
  "homo_ev": -11.2,
  "lumo_energy_ev": 0.90
}